A structure of composition C28H32Br2N6O3RbSTe4, computed with ωB97M-V with the def2-TZVPD basis set.

The geometry in XYZ format:
```
77
Properties=species:S:1:pos:R:3:forces:R:3
Rb -0.750 0.500 -0.459 -0.06 0.27 0.14
C 0.055 -0.389 -5.695 -0.02 0.00 -0.03
N -0.262 0.783 -4.895 0.09 -0.37 0.05
C 0.512 1.986 -5.154 0.02 0.02 0.00
C -0.864 0.662 -3.684 -0.29 0.21 0.03
O -0.886 1.585 -2.886 -0.06 -0.03 -0.40
C -1.555 -0.673 -3.352 -0.07 -0.07 0.04
O -2.499 -0.433 -2.339 -0.02 -0.09 -0.24
C -2.906 -1.562 -1.574 0.03 0.08 -0.03
C -3.583 -1.023 -0.302 0.05 0.06 -0.17
O -3.739 0.181 -0.166 0.07 -0.03 -0.05
N -3.984 -1.936 0.599 -0.15 -0.09 -0.15
C -3.650 -3.342 0.459 0.07 0.00 0.07
C -4.466 -1.480 1.892 0.05 0.01 0.03
H 0.588 -0.062 -6.585 -0.01 0.00 -0.01
H -0.845 -0.909 -6.021 0.00 -0.01 0.01
H 0.699 -1.093 -5.159 0.01 0.01 0.00
H 0.408 2.260 -6.204 0.01 -0.01 0.00
H 1.572 1.829 -4.927 -0.01 0.00 0.01
H 0.136 2.789 -4.528 -0.01 0.00 -0.01
H -0.782 -1.386 -3.020 0.01 0.02 -0.03
H -2.031 -1.096 -4.243 0.00 -0.01 0.00
H -2.045 -2.165 -1.263 0.01 0.01 -0.05
H -3.601 -2.184 -2.151 -0.01 -0.02 0.02
H -2.567 -3.480 0.542 0.00 -0.01 0.01
H -4.020 -3.749 -0.484 0.02 0.01 -0.01
H -4.135 -3.888 1.265 -0.02 0.00 -0.01
H -4.575 -0.401 1.863 -0.01 0.00 0.01
H -3.749 -1.735 2.675 0.00 0.00 0.00
H -5.429 -1.944 2.117 0.00 0.00 0.00
Te -2.768 3.151 0.547 -0.58 0.20 -0.29
Te -4.264 5.551 0.457 0.26 0.01 0.02
Te -5.340 5.017 -2.004 -0.04 -0.01 0.14
Te -3.632 2.869 -2.137 0.11 0.10 0.29
S 2.837 -3.637 3.046 0.04 -0.07 -0.08
C 1.519 -2.748 2.226 -0.05 0.06 0.05
C 0.515 -2.228 2.956 0.00 -0.15 0.00
C -0.542 -1.403 2.263 0.20 0.10 0.03
N -0.782 -1.888 0.881 -0.02 -0.05 0.26
C 0.266 -2.390 0.250 -0.09 0.05 0.19
C 1.497 -2.721 0.792 0.10 0.07 -0.04
C 4.150 -2.483 2.725 0.02 0.09 0.01
C 5.208 -2.797 1.883 0.03 -0.07 0.05
C 6.204 -1.854 1.675 0.01 -0.03 -0.01
N 6.214 -0.646 2.230 0.00 0.02 0.00
C 5.190 -0.352 3.033 -0.01 0.01 0.00
C 4.153 -1.223 3.315 -0.07 -0.02 -0.03
H 0.479 -2.368 4.028 0.00 0.03 0.00
H -1.484 -1.470 2.817 0.00 -0.05 -0.01
H 0.105 -2.633 -0.813 0.02 0.03 -0.01
H 2.288 -3.160 0.202 -0.02 -0.04 0.00
H 5.247 -3.760 1.392 -0.01 0.00 -0.01
H 7.036 -2.086 1.015 0.01 0.01 0.01
H 5.201 0.637 3.480 0.01 0.00 -0.01
H 3.340 -0.932 3.968 0.01 0.00 0.00
Br 2.260 0.258 -1.955 0.17 0.09 0.04
C 2.179 2.148 -1.640 0.11 0.09 -0.17
C 3.100 2.961 -2.287 -0.09 -0.03 0.05
C 2.980 4.323 -2.075 0.05 0.06 -0.03
C 1.970 4.804 -1.253 -0.03 -0.04 0.01
C 1.121 3.892 -0.650 0.09 -0.01 0.00
N 1.238 2.577 -0.839 0.02 -0.08 -0.03
H 3.865 2.537 -2.920 0.01 0.01 -0.01
H 3.671 5.005 -2.554 -0.01 0.00 0.00
H 1.838 5.862 -1.077 0.03 0.01 -0.01
H 0.313 4.205 0.001 -0.01 -0.01 0.00
Br -2.740 1.363 6.018 -0.02 0.02 0.02
C -1.622 0.940 4.527 0.01 -0.05 -0.01
C -0.218 0.769 4.717 0.06 -0.01 0.03
C 0.544 0.484 3.644 -0.21 0.02 0.11
C -0.158 0.148 2.355 0.08 -0.31 -0.11
N -1.349 0.999 2.148 0.16 0.03 0.14
C -2.060 1.208 3.245 -0.07 -0.07 -0.03
H 0.222 0.957 5.691 -0.01 0.01 0.00
H 1.624 0.467 3.700 0.00 0.05 -0.02
H 0.568 0.319 1.546 0.03 -0.01 0.24
H -3.032 1.686 3.111 0.00 -0.01 0.00
```
Forces are in eV/Å.

Summary:
E_LUMO (eV): 0.86
Relative energy (zero: lowest compared OMol25 entry of this formula, charge and spin) (kcal per mole): 2.19
Charge: -1
HOMO energy (Eh): -0.1039

A cluster of 6 separate species, C33H82N6O in total in a non-equilibrium geometry, computed with ωB97M-V with the def2-TZVPD basis set.

The geometry in XYZ format:
```
122
Properties=species:S:1:pos:R:3:forces:R:3
C 0.665 6.856 -1.387 -0.65 0.55 -1.49
C -0.050 7.918 -2.304 0.18 0.91 2.25
N -1.373 8.345 -1.751 -1.66 -1.72 -0.23
C -1.946 9.501 -2.487 1.59 -0.16 0.48
C -1.240 10.770 -2.029 0.25 0.27 -0.53
C -2.324 7.134 -1.856 1.24 0.12 0.56
C -3.714 7.193 -1.223 1.03 1.62 -0.35
H 0.723 7.025 -0.312 -0.98 0.23 -0.06
H 1.727 6.842 -1.632 -0.09 -0.50 -0.64
H 0.100 5.980 -1.705 0.87 -0.75 0.84
H 0.627 8.772 -2.297 -0.34 0.33 -0.28
H -0.143 7.558 -3.329 0.03 -0.26 -0.19
H -1.654 9.337 -3.524 -0.77 0.20 -0.61
H -3.018 9.626 -2.332 0.08 -0.49 -0.13
H -1.672 11.665 -2.479 -0.41 0.03 0.19
H -1.215 10.849 -0.943 -0.01 0.05 -0.09
H -0.231 10.786 -2.441 0.24 -0.13 0.39
H -1.879 6.349 -1.244 0.49 -0.01 -0.21
H -2.349 6.716 -2.863 -0.05 0.28 -0.51
H -4.230 6.259 -1.445 -0.04 0.13 0.47
H -4.287 8.051 -1.574 -0.29 -0.19 -0.20
H -3.470 7.419 -0.185 -0.72 -0.52 0.32
C -8.460 2.102 0.447 2.01 -0.82 0.89
C -9.179 1.025 -0.313 -2.28 1.30 0.44
N -10.623 1.293 -0.078 -1.48 -1.18 -0.90
C -11.249 1.268 1.344 1.55 0.88 -3.04
C -11.034 0.034 2.144 0.39 0.12 1.29
C -11.328 0.431 -1.052 -1.08 1.50 -0.68
C -12.830 0.696 -1.239 0.30 -0.62 1.14
H -8.931 3.080 0.543 -0.33 -0.26 -0.69
H -7.480 2.194 -0.020 0.19 0.45 0.19
H -8.260 1.797 1.474 0.04 -0.10 0.17
H -8.979 1.159 -1.376 -0.36 0.25 -0.15
H -8.993 -0.041 -0.185 0.81 -0.09 0.89
H -10.805 2.161 1.786 -0.25 -0.10 0.42
H -12.309 1.455 1.175 0.15 0.10 -0.03
H -11.865 0.006 2.849 -0.27 -0.85 -0.19
H -10.858 -0.861 1.548 -0.47 -0.06 0.15
H -10.196 0.158 2.830 0.42 -0.13 -0.26
H -11.198 -0.640 -0.899 0.27 -0.30 0.06
H -11.026 0.705 -2.063 1.22 -0.25 0.11
H -13.084 1.748 -1.369 0.16 0.00 0.25
H -13.269 0.265 -0.339 -0.93 0.27 -0.20
H -13.179 0.162 -2.122 -0.05 -0.14 0.13
C 3.808 -2.663 -4.435 0.57 -0.56 0.97
C 4.140 -4.045 -3.831 -2.88 -1.29 -0.37
N 2.970 -4.531 -2.938 3.39 2.04 2.14
C 1.788 -4.914 -3.609 -0.18 -1.23 -0.98
C 0.662 -5.402 -2.703 -0.08 -0.04 0.23
C 3.529 -5.540 -1.970 -1.45 0.87 -1.28
C 3.692 -6.912 -2.644 1.05 0.18 1.29
H 2.975 -2.547 -5.129 0.03 -0.59 0.03
H 4.700 -2.237 -4.894 -0.05 0.13 0.05
H 3.547 -2.140 -3.516 0.04 0.70 -0.25
H 4.217 -4.892 -4.513 0.39 0.31 -0.98
H 5.095 -4.047 -3.305 -0.36 0.35 0.45
H 1.389 -4.132 -4.254 0.29 0.26 0.12
H 2.114 -5.725 -4.260 -0.62 -0.50 -0.81
H 0.680 -4.802 -1.793 -0.37 0.07 0.02
H -0.307 -5.347 -3.198 0.02 0.48 -0.02
H 0.694 -6.451 -2.410 0.58 -0.05 0.07
H 2.859 -5.519 -1.110 -0.12 -0.58 0.03
H 4.451 -5.103 -1.586 0.18 -0.33 -0.23
H 2.762 -7.460 -2.796 0.10 0.24 -0.26
H 4.318 -7.509 -1.980 -0.10 -0.33 0.12
H 4.310 -6.808 -3.536 -0.43 -0.10 -0.28
C 2.339 -1.615 2.376 0.52 -0.32 -0.30
C 2.018 -0.769 1.074 -0.99 -1.24 1.57
N 0.529 -0.691 0.889 -0.01 -0.27 -0.48
C -0.120 0.264 1.818 0.46 0.48 -1.07
C -1.651 0.466 1.672 0.58 -0.70 0.25
C 0.100 -0.611 -0.516 -0.18 0.08 -0.15
C 0.587 0.633 -1.201 0.48 0.35 -0.39
H 2.093 -1.226 3.364 -0.47 0.51 -0.29
H 3.387 -1.884 2.507 0.52 0.63 -0.49
H 1.946 -2.631 2.341 -0.77 0.19 -0.36
H 2.526 0.195 1.103 -0.15 0.35 0.22
H 2.492 -1.311 0.256 -0.41 -0.08 -0.23
H 0.324 1.256 1.729 0.43 0.34 -0.06
H 0.178 -0.118 2.794 -0.59 0.25 0.27
H -2.043 -0.496 2.004 -0.85 0.35 0.07
H -2.091 0.739 0.713 0.72 -0.56 -0.58
H -2.006 1.341 2.217 0.24 -0.42 0.94
H 0.446 -1.474 -1.085 0.32 -0.25 0.32
H -0.980 -0.632 -0.655 -0.15 -0.27 0.70
H 0.462 0.628 -2.284 -0.06 -0.26 -0.08
H 0.058 1.522 -0.856 0.30 0.12 0.28
H 1.657 0.661 -0.996 0.07 0.69 -0.15
C 11.117 -1.756 -2.239 1.43 -0.16 0.58
C 11.068 -2.510 -0.878 -0.35 1.50 -1.57
N 9.984 -3.392 -0.832 -3.57 -1.57 0.98
C 8.572 -2.815 -0.838 2.70 0.72 0.83
C 8.406 -1.787 0.320 -0.95 -0.35 -1.04
C 10.046 -4.553 -1.701 -0.20 -0.85 1.38
C 9.396 -5.812 -1.027 0.30 0.06 -1.16
H 11.286 -2.413 -3.092 -0.23 -0.05 -0.02
H 11.999 -1.121 -2.158 0.00 0.35 -0.37
H 10.243 -1.122 -2.392 0.00 -0.15 0.03
H 11.954 -3.099 -0.642 0.31 0.39 -0.16
H 10.932 -1.688 -0.175 0.22 -0.43 0.56
H 8.397 -2.340 -1.803 -0.17 0.24 -0.23
H 7.836 -3.614 -0.746 0.25 -0.03 0.22
H 9.049 -0.907 0.355 0.56 -0.44 -0.26
H 7.448 -1.320 0.092 -0.44 -0.12 0.58
H 8.406 -2.290 1.286 -0.08 0.14 -0.05
H 11.099 -4.786 -1.858 0.02 0.02 -0.33
H 9.539 -4.370 -2.648 0.11 -0.01 -0.42
H 9.481 -6.672 -1.691 0.27 -0.04 -0.34
H 8.313 -5.725 -0.940 0.07 0.29 0.59
H 9.907 -6.130 -0.118 -0.28 0.47 0.21
C -1.144 -1.410 7.603 0.56 -0.67 0.05
C -2.335 -1.372 8.539 0.18 -0.58 0.06
O -3.442 -1.495 8.080 -1.22 0.18 0.02
N -2.062 -1.277 9.873 1.47 -0.47 0.21
C -2.948 -1.274 11.046 -0.31 0.60 -1.60
H -0.789 -2.428 7.439 -0.17 -0.44 0.59
H -0.270 -0.895 7.999 -0.11 0.45 -0.41
H -1.444 -1.195 6.577 -0.01 0.90 0.32
H -1.080 -1.382 10.084 -0.18 0.17 0.02
H -3.768 -1.982 10.927 0.20 -0.21 0.12
H -3.393 -0.280 11.020 -0.17 0.00 0.75
H -2.350 -1.456 11.940 -0.23 0.06 -0.14
```
Forces are in eV/Å.

Summary:
E_LUMO (eV): 0.58
Structure (SMILES): CCN(CC)CC.CCN(CC)CC.CCN(CC)CC.CCN(CC)CC.CCN(CC)CC.CNC(C)=O
Relative energy (zero: lowest compared OMol25 entry of this formula, charge and spin) (kcal per mole): 85.80
HOMO energy (Eh): -0.2910

The molecule C12H12N2O in a non-equilibrium geometry, computed with ωB97M-V with the def2-TZVPD basis set.

The geometry in XYZ format:
```
27
Properties=species:S:1:pos:R:3:forces:R:3
C -2.405 -0.629 1.827 2.55 -0.96 0.20
C -3.186 -0.193 0.746 1.26 0.30 -2.28
C 1.945 0.338 1.483 1.55 -0.37 -0.04
C -1.064 -0.989 1.772 0.03 -0.40 2.11
C 0.628 0.749 1.067 -0.74 -2.34 -2.24
C 2.867 0.182 0.558 1.67 -2.44 -1.84
C -0.160 -0.632 0.623 -2.21 0.80 0.45
C 0.859 1.548 -0.152 -1.40 4.30 0.66
C -2.706 0.067 -0.550 -1.04 0.79 1.87
C -0.520 -0.536 -2.983 0.93 0.91 -0.55
C -0.658 -0.400 -1.700 -0.64 -0.47 -0.70
C 2.520 0.256 -0.983 3.54 2.17 2.05
N -1.120 -0.363 -0.545 1.74 0.15 -0.78
N 1.563 1.284 -1.149 0.20 0.96 -0.85
O -3.070 0.614 -1.563 0.28 -0.96 0.43
H -2.968 -0.634 2.759 0.45 -0.56 0.01
H -4.215 -0.254 0.866 -1.81 0.53 0.09
H 2.132 0.092 2.488 0.33 0.02 1.25
H -0.459 -1.392 2.677 -1.43 0.90 -1.42
H 0.073 1.213 1.836 -0.80 0.60 0.48
H 3.882 -0.254 0.765 -1.10 0.65 0.05
H 0.469 -1.473 0.274 0.13 0.83 0.37
H 0.530 2.668 -0.058 -0.36 -2.09 -0.63
H -0.226 0.271 -3.683 -0.15 -0.23 1.00
H -0.497 -1.495 -3.466 -0.45 -0.50 0.24
H 3.531 0.614 -1.487 -2.08 -0.75 0.61
H 2.256 -0.651 -1.422 -0.45 -1.81 -0.54
```
Forces are in eV/Å.

Summary:
E_LUMO (alpha / beta) (eV): 0.22 / 0.21
Relative energy (zero: lowest compared OMol25 entry of this formula, charge and spin) (kcal per mole): 141.36
HOMO energy (alpha / beta) (Eh): -0.2522 / -0.2521

The lowest relative energy (zero: lowest compared OMol25 entry of this formula, charge and spin) belongs to which entry?
C28H32Br2N6O3RbSTe4

Copy entry 3 word for word.
The molecule C12H12N2O in a non-equilibrium geometry, computed with ωB97M-V with the def2-TZVPD basis set.

The geometry in XYZ format:
```
27
Properties=species:S:1:pos:R:3:forces:R:3
C -2.405 -0.629 1.827 2.55 -0.96 0.20
C -3.186 -0.193 0.746 1.26 0.30 -2.28
C 1.945 0.338 1.483 1.55 -0.37 -0.04
C -1.064 -0.989 1.772 0.03 -0.40 2.11
C 0.628 0.749 1.067 -0.74 -2.34 -2.24
C 2.867 0.182 0.558 1.67 -2.44 -1.84
C -0.160 -0.632 0.623 -2.21 0.80 0.45
C 0.859 1.548 -0.152 -1.40 4.30 0.66
C -2.706 0.067 -0.550 -1.04 0.79 1.87
C -0.520 -0.536 -2.983 0.93 0.91 -0.55
C -0.658 -0.400 -1.700 -0.64 -0.47 -0.70
C 2.520 0.256 -0.983 3.54 2.17 2.05
N -1.120 -0.363 -0.545 1.74 0.15 -0.78
N 1.563 1.284 -1.149 0.20 0.96 -0.85
O -3.070 0.614 -1.563 0.28 -0.96 0.43
H -2.968 -0.634 2.759 0.45 -0.56 0.01
H -4.215 -0.254 0.866 -1.81 0.53 0.09
H 2.132 0.092 2.488 0.33 0.02 1.25
H -0.459 -1.392 2.677 -1.43 0.90 -1.42
H 0.073 1.213 1.836 -0.80 0.60 0.48
H 3.882 -0.254 0.765 -1.10 0.65 0.05
H 0.469 -1.473 0.274 0.13 0.83 0.37
H 0.530 2.668 -0.058 -0.36 -2.09 -0.63
H -0.226 0.271 -3.683 -0.15 -0.23 1.00
H -0.497 -1.495 -3.466 -0.45 -0.50 0.24
H 3.531 0.614 -1.487 -2.08 -0.75 0.61
H 2.256 -0.651 -1.422 -0.45 -1.81 -0.54
```
Forces are in eV/Å.

Summary:
E_LUMO (alpha / beta) (eV): 0.22 / 0.21
Relative energy (zero: lowest compared OMol25 entry of this formula, charge and spin) (kcal per mole): 141.36
HOMO energy (alpha / beta) (Eh): -0.2522 / -0.2521

What is the formula in the second record?
C33H82N6O